Entry 1:
Density functional theory data (the ωB97M-V functional and the def2-TZVPD basis) for C6H14ClN2O2Pd as an isolated structure.

Results
* ⟨S²⟩: 2.0062
* total charge: +1
* Kohn-Sham gap (spin up / spin down): 6.9 / 2.6 eV
* maximum force: 5.5 eV Å⁻¹
* 2S+1: 3

Each line ends with the Löwdin spin population.
Atoms and positions in Å:
Pd 8.82 -25.88 20.24  0.902
Cl 8.87 -23.81 18.83  0.095
C 11.17 -20.88 17.24  0.089
C 11.17 -21.59 15.87  0.110
O 11.78 -21.17 14.91  0.743
N 10.40 -22.67 15.85  0.039
C 10.37 -23.67 14.78  0.004
H 10.62 -21.38 18.04  0.012
H 10.80 -19.87 17.13  0.000
H 12.20 -20.66 17.54  0.000
H 9.79 -22.85 16.63  0.003
H 11.30 -24.23 14.66  0.001
H 10.11 -23.28 13.80  0.001
H 9.61 -24.43 14.93  0.001
C 6.23 -24.41 15.25  0.000
C 5.22 -24.27 16.36  0.000
O 4.07 -24.52 16.11  0.000
N 5.58 -23.86 17.55  0.000
C 4.65 -23.70 18.65  0.000
H 6.00 -23.86 14.33  0.000
H 6.48 -25.45 15.05  0.000
H 7.14 -23.93 15.64  0.000
H 6.53 -23.59 17.74  0.000
H 3.86 -23.02 18.33  0.000
H 5.16 -23.27 19.51  0.000
H 4.12 -24.61 18.94  0.000

Entry 2:
Density functional theory data (the ωB97M-V functional and the def2-TZVPD basis) for a 2-piece molecular cluster, C3H6N2O2 overall.

Results
* Kohn-Sham gap (spin up / spin down): 7.4 / 7.9 eV
* maximum force: 1.9 eV Å⁻¹

Each line ends with the Löwdin charge.
Atoms and positions in Å:
C 0.51 0.85 0.50  -0.231
C 1.61 0.36 -0.13  -0.191
C -2.36 0.65 -0.41  -0.057
N -0.59 0.21 0.93  -0.065
N 1.73 -0.88 -0.69  0.069
O -0.56 -1.19 0.74  -0.098
O -3.04 -0.30 -0.57  0.038
H 0.48 1.90 0.77  0.099
H 2.48 1.01 -0.24  0.103
H -2.49 1.68 -0.78  0.076
H 0.96 -1.51 -0.52  0.071
H 2.65 -1.28 -0.73  0.088
H -1.38 -1.51 1.14  0.098

Entry 3:
Density functional theory data (the ωB97M-V functional and the def2-TZVPD basis) for C9H14N2OS in the gas phase.

Results
* Kohn-Sham gap (spin up / spin down): 6.1 / 6.1 eV
* maximum force: 3.5 eV Å⁻¹

Each line ends with the Löwdin charge.
Atoms and positions in Å:
C -2.34 0.98 -0.81  -0.261
C 2.51 0.32 -0.31  0.056
C 1.31 1.03 -0.38  -0.169
C 0.86 1.74 0.92  -0.183
C -0.64 2.04 0.77  -0.241
C -2.79 -1.29 -0.94  -0.315
C -2.79 -1.43 0.57  -0.316
C -1.37 0.85 0.20  -0.459
C 3.92 -1.70 -0.29  -0.048
N -3.02 0.05 -1.39  -0.024
N 3.47 -0.36 -0.19  0.122
O -0.15 -1.41 0.84  -0.576
S -1.32 -0.59 1.28  0.908
H -2.50 1.98 -1.21  0.105
H 1.32 1.72 -1.23  0.146
H 0.32 0.39 -0.52  0.140
H 1.01 1.06 1.75  0.107
H 1.44 2.65 1.10  0.111
H -1.03 2.32 1.76  0.107
H -0.78 2.90 0.11  0.112
H -1.82 -1.66 -1.31  0.109
H -3.57 -1.92 -1.38  0.102
H -3.67 -0.95 1.02  0.088
H -2.73 -2.47 0.88  0.081
H 4.40 -1.84 -1.26  0.098
H 3.10 -2.40 -0.17  0.105
H 4.66 -1.86 0.49  0.092

Entry 4:
Density functional theory data (the ωB97M-V functional and the def2-TZVPD basis) for C22H11F3MnN3O7 as an isolated structure.

Results
* ⟨S²⟩: 6.3230
* Kohn-Sham gap (spin up / spin down): 7.0 / 6.4 eV
* maximum force: 3.4 eV Å⁻¹
* 2S+1: 5

Each line ends with the Löwdin spin population.
Atoms and positions in Å:
Mn 9.78 8.82 8.44  2.894
C 9.44 12.30 5.52  -0.001
C 8.80 13.32 6.28  0.002
C 8.41 13.04 7.59  0.000
C 8.78 11.78 8.18  0.003
N 9.53 10.89 7.47  -0.004
C 9.78 11.13 6.15  0.001
C 8.43 11.37 9.52  0.004
C 7.81 12.25 10.44  -0.002
C 7.47 11.75 11.70  0.005
C 7.74 10.43 12.04  -0.001
C 8.42 9.64 11.11  0.006
N 8.77 10.09 9.90  -0.004
C 8.77 8.23 11.36  0.002
C 8.38 7.57 12.55  0.000
C 8.76 6.24 12.77  0.001
C 9.46 5.59 11.75  0.001
C 9.79 6.30 10.59  0.003
N 9.43 7.57 10.40  0.012
H 9.65 12.43 4.43  0.000
H 8.48 14.27 5.86  0.000
H 7.91 13.81 8.14  0.000
H 10.31 10.31 5.64  0.000
H 7.62 13.30 10.17  0.000
H 6.98 12.44 12.38  0.000
H 7.58 10.05 13.06  0.000
H 7.83 8.11 13.32  0.000
H 8.49 5.71 13.66  0.000
H 9.76 4.51 11.76  0.000
H 10.37 5.85 9.78  0.000
O 16.28 8.80 8.47  0.050
C 15.08 8.93 8.49  0.011
C 14.04 8.15 7.62  0.028
O 14.33 7.37 6.71  0.167
C 12.70 8.44 8.08  0.103
C 12.80 9.49 9.12  0.080
O 11.75 10.01 9.56  0.230
C 14.19 9.85 9.39  0.021
O 14.55 10.67 10.22  0.114
O 11.60 8.01 7.65  0.200
F 6.41 5.81 6.67  0.000
C 6.35 7.08 6.15  0.002
F 5.03 7.39 6.10  0.001
F 6.75 6.97 4.84  0.000
C 7.24 8.02 7.07  0.009
O 6.71 9.04 7.48  0.007
O 8.47 7.70 7.21  0.052